Record 1
Density functional theory data (ωB97M-V/def2-TZVPD) for CH5OPS in the gas phase.

Computed properties:
* energy above the lowest of the compared OMol25 structures with the same formula, charge and spin: 57.9 kcal/mol
* HOMO energy: -8.824 eV
* maximum force: 3.7 eV/Å
* DFT total energy: -855.8082 a.u.

Geometry as XYZ:
```
9
Properties=species:S:1:pos:R:3:forces:R:3:mulliken_charge:R:1
C 1.531947 0.180619 -0.106369 2.6200 -0.6042 -2.5971 -0.5403
O 0.661978 1.124150 -0.702183 -0.7703 0.1759 1.0980 -0.2826
P -1.936172 -0.331360 -0.205325 -0.7823 1.0299 -0.6973 -0.0984
S -0.695675 1.334095 0.212768 -0.3099 0.5828 0.1432 0.0015
H 2.545975 0.553369 -0.612462 -1.7144 -1.4688 1.3768 0.1858
H 1.214682 -0.826591 -0.530166 0.7819 0.9130 0.7841 0.2652
H 1.631116 0.133064 0.994833 -0.4204 0.4866 -0.5874 0.3009
H -2.670226 0.331563 -1.339813 0.3654 -0.7818 1.2562 0.0887
H -2.761916 0.172975 0.885921 0.2299 -0.3334 -0.7764 0.0793
```
Forces are in eV/Å.


Record 2
Density functional theory data (ωB97M-V/def2-TZVPD) for 9 unconnected molecules or ions with the total composition C49H60F8IN5O27PS2.

Computed properties:
* charge: +1
* HOMO energy: -10.852 eV
* maximum force: 2.7 eV/Å
* DFT total energy: -6442.6860 a.u.

Geometry as XYZ:
```
153
Properties=species:S:1:pos:R:3:forces:R:3:mulliken_charge:R:1
C 2.522511 2.449545 7.374393 -0.0196 0.4046 -0.4043 -1.3211
C 2.053811 3.581079 6.480656 -0.1703 -0.4181 0.6798 -0.1496
O 1.085095 3.049063 5.587140 0.0109 -0.0069 -0.5077 -0.1941
C 0.737691 3.904604 4.501534 0.3463 -1.1578 0.9722 -2.3191
C 0.701856 3.087519 3.183468 0.6622 1.7844 0.6777 0.7256
C 1.997878 2.276288 2.992236 0.6476 -0.5026 -0.2157 -1.7312
N 3.185684 2.760902 3.689995 -0.3058 -0.1247 0.3587 -0.0035
C 4.382932 2.145699 3.127723 -0.1711 -0.1153 -0.0601 -1.1947
N -0.526221 2.273212 3.296970 1.1359 -0.7454 -1.3123 0.4743
C -0.384367 1.051339 4.084757 -0.3291 -0.0558 0.3297 -3.6072
C -0.271465 -0.185587 3.201986 -0.9209 -0.6145 0.7410 2.0510
O 0.191326 -0.141785 2.100811 0.3141 0.2191 -1.0073 -0.5152
C -0.835904 -1.420740 3.817796 0.3178 0.1252 0.5676 0.2873
C -1.506654 -2.383539 3.075472 -0.0229 -0.1889 0.0475 -0.2843
C -2.048032 -3.485451 3.725348 -0.0415 -0.1023 0.2853 -1.1653
C -1.917220 -3.643072 5.101857 0.2646 0.4173 -0.0640 -0.6486
C -1.242835 -2.681481 5.849233 0.0066 0.0136 -0.5598 -0.9272
C -0.702699 -1.576155 5.202694 -0.4299 -0.3641 0.2646 0.0992
C -1.445573 2.223975 2.320237 -0.4027 -0.7368 0.6906 -0.0683
N -2.548189 1.512861 2.554063 -0.2440 -0.5395 -0.3860 0.1148
P -3.846310 1.053009 1.432552 -0.6172 0.5517 -0.6179 -0.0592
O -4.325000 -0.284310 2.190879 0.3686 -0.1386 0.3874 -0.2674
I -2.659787 0.179579 -0.510843 -0.0464 -0.3927 0.5098 0.1936
N -1.317479 2.763228 1.083286 0.7405 2.5191 0.6861 0.6375
S -2.696278 3.793802 0.701593 -1.1648 -0.5182 -0.8930 -0.0151
C 0.048052 3.299340 0.820112 0.1807 -0.5350 -0.5096 -1.2863
C 0.206391 3.866542 -0.581778 -0.2974 -0.2746 -0.3004 -1.0620
C -0.004792 2.764400 -1.609244 0.1663 0.0698 -0.2211 0.2809
C -1.203431 2.541453 -2.279561 0.6655 0.0027 -0.0778 -0.3931
C -1.270879 1.512036 -3.207426 0.0865 0.1011 -0.2476 -1.4442
C -0.172656 0.708068 -3.491745 -0.1423 0.2075 0.2119 0.7248
C 1.037692 0.922601 -2.840921 0.0247 0.2210 0.3050 -0.1594
C 2.269165 0.110487 -3.135007 -0.5286 0.4741 0.1222 -0.5895
C 1.092075 1.951591 -1.901076 -0.3203 -0.1194 -0.0893 -0.6896
C 0.609468 4.103905 1.997409 -0.2775 0.5513 -0.5245 1.0806
N 1.937653 4.604373 1.641561 -0.2194 -0.2747 0.3693 -0.3482
S -0.413023 5.597411 2.472762 -0.4510 -0.2777 0.3543 -0.3796
H 3.181385 1.815122 6.791240 0.0261 -0.3189 0.0440 0.2553
H 1.667990 1.893475 7.744376 -0.0504 -0.1476 0.1410 0.2714
H 3.079677 2.865192 8.206366 0.0937 -0.0518 0.2014 0.4531
H 2.922091 3.962049 5.951415 -0.0353 0.2708 -0.2672 0.2574
H 1.588681 4.360719 7.086880 0.0172 0.2374 -0.0697 0.3623
H -0.268441 4.244579 4.730642 -0.1157 0.5371 -0.3146 0.7221
H 1.446983 4.726381 4.466215 -0.0417 0.2605 -0.2068 0.5658
H 1.891285 1.241447 3.303951 -0.2582 -0.0170 0.1550 0.6249
H 2.249189 2.191208 1.932619 -0.3752 0.1238 -0.2686 0.6135
H 3.260528 3.764314 3.664991 0.1020 0.0903 -0.1963 0.4118
H 4.138671 1.130672 2.823205 -0.0381 -0.1831 -0.0148 0.4365
H 4.746932 2.671142 2.241400 0.1037 0.0567 -0.0718 0.2695
H 5.174504 2.051088 3.859803 0.1899 0.2563 0.1035 0.4993
H 0.501143 1.081675 4.710755 0.1002 0.4306 0.0697 0.8808
H -1.203668 0.940073 4.784364 -0.2111 0.0746 0.1155 0.6576
H -1.630699 -2.270820 2.009369 0.0622 0.0958 -0.1368 0.5554
H -2.597525 -4.235689 3.180754 -0.0139 -0.0363 -0.2467 0.5283
H -2.330192 -4.498760 5.609172 -0.1451 -0.1714 -0.0490 0.4570
H -1.155525 -2.792942 6.915802 0.0980 0.0142 0.1903 0.4884
H -0.201123 -0.842298 5.814331 0.1577 0.1674 -0.0420 0.5582
H -2.702441 1.112287 3.468063 0.1093 0.1354 0.1727 0.4760
H -5.201490 -0.119489 2.563864 -0.3632 -0.1737 0.1817 0.3353
H -2.260616 5.058714 0.595619 0.7010 -0.2425 0.3749 0.1116
H 0.655040 2.394553 0.778656 0.1002 -0.1620 0.1624 -0.0624
H 1.243787 4.155914 -0.692391 0.2235 0.1539 0.1267 0.8127
H -0.390326 4.751480 -0.790276 -0.2594 -0.0138 -0.0010 0.4285
H -2.054119 3.165604 -2.084112 -0.2254 0.1389 -0.0156 0.7923
H -2.199905 1.359012 -3.738302 -0.1229 -0.0519 -0.0533 0.3925
H -0.248951 -0.084196 -4.222099 0.0812 0.0031 -0.0995 0.1631
H 2.664361 -0.293647 -2.207400 0.0498 -0.3185 0.0872 0.3149
H 3.036526 0.768910 -3.532213 0.1479 -0.0091 -0.2603 0.5088
H 2.044812 -0.675844 -3.845292 0.1866 0.3916 0.3500 -0.5205
H 2.032059 2.123300 -1.389042 0.1054 0.0876 0.0537 0.4601
H 2.237362 5.171482 2.428246 0.2611 -0.0159 0.0257 0.3687
H 1.827570 5.292202 0.906974 0.0070 -0.0751 -0.2300 0.4360
H -0.387964 6.210906 1.280041 0.1814 -0.1539 -0.1014 0.3073
C 7.998182 1.163573 -0.203572 0.0314 0.1166 -0.2420 -0.4705
C 6.960844 0.342647 0.527533 0.2542 -0.2767 0.1668 0.4238
O 7.150922 0.735859 1.877696 -0.2147 0.3053 -0.3823 -0.2618
C 7.635786 2.014112 1.850209 0.1802 0.0967 0.2383 0.6551
O 7.661434 2.739815 2.784219 -0.0088 -0.0029 0.0790 -0.4890
O 8.068455 2.338940 0.610791 -0.1113 -0.2175 -0.0413 -0.3275
F 7.191175 -0.985654 0.414026 -0.0547 0.0218 0.0443 -0.2981
H 8.967674 0.664665 -0.215217 -0.0497 -0.1125 0.0838 0.2907
H 7.709885 1.414604 -1.220684 -0.0291 0.1821 0.0666 0.2921
H 5.929619 0.551192 0.233295 -0.0210 -0.1085 -0.0177 0.2042
C 2.299566 -2.558747 3.031966 -0.0042 0.2119 0.1069 0.4723
C 2.034828 -3.999388 2.669718 -0.1643 0.0637 -0.3504 0.5683
O 3.309077 -4.449696 2.259581 -0.0256 0.1696 0.5863 -0.2407
C 4.244077 -3.704513 2.933509 0.0171 0.2243 0.0518 0.4892
O 5.386144 -3.979711 3.022287 0.1037 -0.0637 -0.1102 -0.4902
O 3.654872 -2.612825 3.487284 -0.1055 -0.1453 -0.0887 -0.3690
F 1.166585 -4.109650 1.629057 0.1107 -0.0575 0.0588 -0.2673
H 2.228385 -1.901927 2.163170 -0.0628 -0.1414 -0.1034 -0.0554
H 1.633750 -2.195381 3.808096 0.2311 -0.0247 0.1964 -0.3178
H 1.678467 -4.617733 3.495974 -0.0991 -0.0344 -0.0742 0.2233
C 2.395033 -4.440909 -5.576217 -0.1469 -0.1855 -0.1719 -0.5848
C 2.251306 -3.832565 -4.200980 0.5553 -0.2443 -0.0440 0.4766
O 2.573289 -2.466207 -4.439260 -0.1860 -0.7030 -0.3265 -0.3260
C 2.237975 -2.197160 -5.735445 0.2157 -0.0978 -0.2833 0.7072
O 2.131215 -1.107011 -6.190726 -0.0229 0.0271 0.0661 -0.5204
O 2.042179 -3.340190 -6.425419 0.0344 0.0016 0.1384 -0.3600
F 3.143937 -4.367412 -3.335383 -0.0037 0.2489 0.0458 -0.3125
H 3.424386 -4.740063 -5.775018 0.0407 0.0424 0.1319 0.3239
H 1.736079 -5.288233 -5.743383 -0.1203 0.1318 -0.1162 0.3091
H 1.253027 -3.902033 -3.781460 0.0329 -0.0553 0.2083 0.1986
C -8.488888 -0.786026 3.559052 0.0056 -0.1731 -0.2185 -0.4722
C -9.442523 0.236405 4.138302 -0.0426 -0.1636 0.2706 0.2889
O -8.575718 1.049034 4.923037 0.0435 0.0889 -0.3722 -0.3265
C -7.348018 0.998659 4.359998 0.0246 0.0918 0.2036 0.6221
O -6.449658 1.736868 4.588099 0.1421 -0.0396 -0.0083 -0.4654
O -7.272504 -0.025605 3.469764 -0.0282 -0.1161 -0.1232 -0.3028
F -10.366134 -0.332065 4.938233 0.0680 0.0567 0.0307 -0.2713
H -8.342612 -1.629197 4.234040 -0.0864 0.0712 0.1181 0.2772
H -8.791192 -1.154990 2.583142 0.1530 0.1379 -0.0853 0.3052
H -9.944615 0.860664 3.397782 -0.0808 -0.0050 0.0495 0.2767
C 3.456460 -6.571574 0.185486 0.0791 0.3427 -0.0124 -0.0742
C 4.545664 -7.608723 0.325598 -0.2362 -0.2086 0.1095 0.3760
O 4.308849 -8.447447 -0.790483 0.1963 0.2540 -0.1300 -0.3424
C 3.724868 -7.682586 -1.757355 -0.1398 -0.0067 -0.0045 0.5865
O 3.622647 -7.990494 -2.894558 -0.0514 -0.0594 -0.1016 -0.5042
O 3.281216 -6.513164 -1.231879 0.0786 -0.2134 0.0512 -0.2106
F 4.414805 -8.330317 1.466146 0.0084 -0.0273 -0.0863 -0.2879
H 2.526928 -6.898536 0.655268 0.0645 -0.1339 0.0624 0.1158
H 3.736996 -5.601683 0.579344 0.0022 -0.1155 -0.3220 0.0683
H 5.560167 -7.211212 0.269887 0.0320 -0.0572 0.1201 0.3209
C -2.414308 -1.697312 -4.860953 -0.1521 0.2927 0.0966 -0.0776
C -1.270309 -2.424280 -5.522390 0.1624 -0.1076 0.0762 0.3408
O -1.798097 -3.719354 -5.725802 -0.0980 0.2332 -0.1252 -0.4197
C -3.149929 -3.583274 -5.858783 -0.0460 -0.0159 -0.0417 0.5056
O -3.871526 -4.408893 -6.299768 -0.0300 -0.0532 -0.0042 -0.5102
O -3.545338 -2.352733 -5.440985 0.1774 -0.0663 0.0111 -0.3784
F -0.172298 -2.510875 -4.715114 -0.3952 -0.0450 0.0811 -0.2211
H -2.428344 -1.835019 -3.777690 0.1530 -0.0915 -0.0042 0.2946
H -2.421620 -0.634030 -5.087211 -0.1861 -0.0471 -0.1321 0.0961
H -0.972380 -1.998529 -6.475361 0.2521 0.0087 0.0300 0.4278
C -5.225460 6.844651 -2.348506 -0.1190 0.1741 0.1507 -0.4992
C -5.322508 5.385086 -2.732742 -0.0198 0.1019 -0.3162 0.3444
O -3.988742 5.086284 -3.119681 -0.0090 -0.0660 0.3523 -0.2514
C -3.170202 5.921024 -2.428200 0.0483 0.1195 -0.0903 0.6724
O -1.999141 5.774903 -2.308710 0.1037 -0.0027 0.0562 -0.4728
O -3.873808 6.932688 -1.872528 -0.1669 -0.1424 -0.0334 -0.3146
F -6.146588 5.186377 -3.783481 0.0717 -0.0265 0.0103 -0.2851
H -5.350849 7.496771 -3.212933 -0.0076 -0.1133 -0.0937 0.2976
H -5.929371 7.134105 -1.573499 0.1673 0.0102 0.1320 0.2816
H -5.616977 4.719775 -1.918518 -0.0640 -0.0535 -0.0625 0.2512
C -3.367272 -3.260717 -9.818180 -0.2041 -0.2020 0.0710 -0.3974
C -2.890822 -1.918256 -9.313190 0.2051 -0.1015 -0.1706 0.3168
O -2.425967 -1.291523 -10.484119 -0.3041 0.0524 0.1053 -0.3318
C -3.140709 -1.809771 -11.534252 0.0318 -0.1193 -0.1358 0.5658
O -3.189130 -1.333806 -12.612107 0.0615 0.0246 -0.0436 -0.4684
O -3.789096 -2.936157 -11.145885 0.1005 0.1025 0.1517 -0.3310
F -1.853703 -2.045975 -8.431549 -0.0945 0.0542 -0.0927 -0.2549
H -2.552625 -3.985219 -9.858544 0.0974 0.0962 0.0598 0.2896
H -4.187195 -3.674091 -9.236628 -0.1062 0.0409 -0.1463 0.2780
H -3.668650 -1.303909 -8.856220 0.0951 0.0039 0.1676 0.2875
```
Forces are in eV/Å.


Record 3
Density functional theory data (ωB97M-V/def2-TZVPD) for a molecular structure, C6H10O.

Computed properties:
* energy above the lowest of the compared OMol25 structures with the same formula, charge and spin: 114.4 kcal/mol
* HOMO energy: -8.218 eV
* maximum force: 4.6 eV/Å
* DFT total energy: -309.6601 a.u.

Geometry as XYZ:
```
17
Properties=species:S:1:pos:R:3:forces:R:3:mulliken_charge:R:1
C 1.795087 0.497697 -0.737831 -0.1738 -0.3517 1.2233 -1.4117
C 0.450715 0.112125 0.153116 2.2523 -0.0398 -0.1286 1.3611
C 0.159478 -1.378835 0.388099 0.3124 0.0276 0.1570 -0.8169
C -1.328792 -1.138299 0.008364 0.2773 0.0772 -0.2759 -0.5452
C -0.951422 0.296110 -0.514128 0.9607 0.2081 -0.4418 -0.5914
C -1.118883 1.377105 0.569495 0.2097 0.1455 -0.1078 -0.6732
O 0.203411 1.087297 1.139038 0.1463 0.0441 0.4258 -0.4926
H 2.531812 0.383710 0.040419 0.8104 0.0730 0.0226 0.4417
H 2.064446 -0.169406 -1.584955 -0.5734 0.0624 0.6850 0.3575
H 1.863091 1.540065 -1.120125 -0.5582 -0.5272 0.5122 0.3483
H 0.680040 -1.989214 -0.356822 -0.0153 0.0620 0.1790 0.2721
H 0.396197 -1.743165 1.389444 -0.0645 -0.0701 -0.0751 0.2967
H -1.982377 -1.143391 0.902898 0.2888 0.4366 -0.4965 0.2252
H -1.773829 -1.851524 -0.695698 0.2338 0.2147 0.0349 0.3187
H 0.094622 0.479090 -1.158466 -4.4648 -0.0154 -1.1979 0.4598
H -1.903065 1.217403 1.334159 0.2260 -0.1789 -0.5296 0.2292
H -1.180530 2.423236 0.242987 0.1324 -0.1681 0.0136 0.2207
```
Forces are in eV/Å.


Record 4
Density functional theory data (ωB97M-V/def2-TZVPD) for a molecular structure, C16H27MgNO3.

Computed properties:
* charge: +2
* HOMO energy: -13.525 eV
* maximum force: 1.1 eV/Å
* DFT total energy: -1105.6894 a.u.

Geometry as XYZ:
```
48
Properties=species:S:1:pos:R:3:forces:R:3:mulliken_charge:R:1
C 2.323558 -3.050918 0.251383 -0.0871 0.0593 0.0348 -1.1374
C 3.397541 -2.033672 0.633105 -0.1536 0.0620 -0.1726 -0.6110
C 2.926099 -0.575924 0.417240 0.0693 -0.1063 0.1015 0.5850
C 3.794584 0.152902 -0.604848 -0.0974 0.0547 0.3776 -1.0395
C 3.214242 1.478992 -1.104218 0.1753 0.3099 -0.8379 -0.0482
C 1.714851 1.597102 -1.369904 -0.0126 0.1152 0.2487 -0.8362
C 0.915268 2.102600 -0.150125 0.1391 0.0635 -0.0225 -0.7151
C -0.378151 1.331152 0.189530 0.0586 0.0069 0.0652 -0.3719
C -0.549787 1.024892 1.691636 -0.0384 0.2376 -0.0648 -0.7828
C -1.993932 1.172548 2.191967 0.0260 -0.0203 0.0529 -1.0226
C -2.833631 -0.108228 2.156506 0.1325 -0.0741 0.0518 -1.1880
C -2.734285 -0.990162 0.909961 -0.3459 0.0115 -0.0007 -0.2515
C -3.207726 -0.452055 -0.398662 0.0734 -0.0061 -0.1575 0.4826
C -3.415268 -1.172153 -1.535632 0.4389 0.0958 0.2441 0.4463
N -3.276380 -2.490942 -1.774058 -1.0397 -0.1552 -0.2252 -0.4043
C -3.803533 -0.216920 -2.623539 0.2574 0.1455 0.1342 0.2983
O -4.383440 -0.443737 -3.626700 0.2345 -0.2028 -0.4217 -0.4745
O -3.447016 1.035344 -2.182232 -0.8255 0.0773 0.0676 -0.2748
C -3.530685 0.942810 -0.774880 0.0704 -0.3360 -0.1065 0.1364
O -3.892973 1.862210 -0.125585 0.2635 0.4226 0.2056 -0.4825
H 2.225696 -3.140907 -0.832142 -0.0091 -0.0048 0.0092 0.3164
H 1.350318 -2.749276 0.647168 0.0205 -0.0426 0.0524 0.2152
H 2.545311 -4.036686 0.657102 0.0586 -0.0053 -0.0892 0.3989
H 4.283715 -2.208303 0.017232 0.0895 -0.0889 0.1959 0.3732
H 3.679900 -2.174511 1.675494 0.0905 0.0129 -0.0346 0.3536
H 2.961820 -0.041135 1.372027 -0.0911 0.0702 -0.0619 0.2603
H 1.880197 -0.589066 0.098454 0.0428 0.0548 -0.0048 -0.3951
H 3.950799 -0.454000 -1.502386 -0.0887 -0.0109 0.0147 0.4005
H 4.781905 0.314275 -0.164661 0.0753 -0.0309 -0.1891 0.2667
H 3.774031 1.789906 -2.003192 0.1402 0.0423 0.1087 0.9549
H 3.409168 2.247722 -0.260002 0.0100 -0.3711 0.5705 -0.6564
H 1.374634 0.598040 -1.651892 0.0256 0.0529 -0.1036 0.4170
H 1.559332 2.259502 -2.221942 -0.1201 -0.1576 -0.0974 0.4390
H 0.648288 3.151485 -0.341768 0.0223 0.0349 0.1054 0.4663
H 1.569324 2.099673 0.735104 -0.0669 -0.1568 -0.0091 0.4426
H -1.228392 1.928751 -0.140291 0.0451 -0.0819 -0.0987 0.5859
H -0.375824 0.403723 -0.391091 -0.1390 0.0404 -0.0192 0.2308
H -0.162209 0.025311 1.914261 0.0608 0.0601 0.0683 0.0493
H 0.066784 1.733401 2.252970 0.0097 -0.0470 0.0206 0.6659
H -2.482891 1.974257 1.638121 0.0176 -0.0647 0.0561 0.4920
H -1.965665 1.501759 3.231770 -0.0229 -0.0245 0.0102 0.3671
H -3.879505 0.126196 2.357359 0.0086 0.0847 -0.0453 0.3527
H -2.501912 -0.736905 2.987206 -0.0512 -0.0324 -0.0129 0.4049
H -1.699128 -1.329600 0.763850 -0.0144 -0.0023 0.0210 -0.0121
H -3.303992 -1.905912 1.107402 0.0798 -0.0332 0.0473 0.5482
H -3.610831 -3.113805 -1.047472 0.4504 -0.0373 0.1740 0.2725
H -3.669651 -2.771354 -2.668324 0.1948 0.0135 -0.0782 0.3001
Mg 3.979445 3.931617 -0.401302 -0.1770 -0.0356 -0.1852 1.1815
```
Forces are in eV/Å.